1 | A 2-piece molecular cluster, C4H3O2 overall. Source: the Open Molecules 2025 dataset; level of theory: ωB97M-V with the def2-TZVPD basis set.

Geometry as ORCA input:
```
! wB97M-V def2-TZVPD RIJCOSX def2/J DEFGRID3
* xyz 1 1
C -0.1092 0.8866 -0.8896
C -1.1920 0.3878 -1.2601
C 1.3710 -0.2404 1.6792
C -2.1509 -0.4773 -1.6623
O -2.8532 -1.3011 -1.9668
O 1.3530 0.3086 0.6332
H 0.6765 1.5838 -1.1483
H 2.1987 -0.0725 2.4593
H 0.7061 -1.0754 2.1554
*
```

Summary:
LUMO energy (eV): -6.6
Highest occupied orbital energy (eV): -14.745
Orbital gap (eV): 8.112

=====

2 | A 2-piece molecular cluster, C4H3O2 overall. Source: the Open Molecules 2025 dataset; level of theory: ωB97M-V with the def2-TZVPD basis set.

Geometry as ORCA input:
```
! wB97M-V def2-TZVPD RIJCOSX def2/J DEFGRID3
* xyz 1 1
C 1.0588 2.2009 0.0464
C 1.2900 1.0634 -0.2927
C -1.6894 -1.3206 0.3246
C 1.7027 -0.2240 -0.3997
O 2.1543 -1.2321 -0.6321
O -0.7502 -0.8908 -0.3324
H 0.6820 3.2594 0.0436
H -1.8348 -1.0869 1.3724
H -2.6133 -1.7693 -0.1301
*
```

Summary:
LUMO energy (eV): -6.8
Highest occupied orbital energy (eV): -14.594
Orbital gap (eV): 7.797

=====

Which of them is the most stable? Correct choice: 2.

=====

1 | An isolated ion of composition C17H22N3O3S and charge +1. Source: the Open Molecules 2025 dataset; level of theory: ωB97M-V with the def2-TZVPD basis set.

Geometry as ORCA input:
```
! wB97M-V def2-TZVPD RIJCOSX def2/J DEFGRID3
* xyz 1 1
C -1.8926 -0.6188 -1.6183
N -0.4979 -0.1828 -1.8897
C 0.3728 -1.3899 -2.0688
C 0.1049 0.8089 -0.9656
C -0.2381 0.6011 0.5237
N 0.6104 -0.4232 1.0794
C 0.1458 -1.6919 1.4032
O -0.9553 -1.9855 0.9891
C 0.9860 -2.5793 2.2871
C 0.6053 -2.4132 3.7510
C 0.2591 -3.5067 4.5341
C -0.1492 -3.1398 5.8633
C 0.0380 -1.7872 6.0663
N -0.2741 -1.0582 7.2070
O 0.0250 0.1388 7.2200
O -0.8460 -1.6412 8.1072
S 0.6013 -0.9176 4.6432
C -0.3614 2.1984 -1.3552
C -0.0094 2.4823 -2.7823
C -1.0204 2.8210 -3.6830
C -0.6620 3.2870 -4.9760
C 0.6838 3.3620 -5.3551
C 1.7073 2.9998 -4.4493
C 1.3634 2.5459 -3.1804
H -2.0392 -0.9920 -0.6187
H -2.1533 -1.4252 -2.3089
H -2.5674 0.2401 -1.8032
H -0.4929 0.2886 -2.8034
H 0.5597 -1.9220 -1.1120
H -0.0606 -2.0641 -2.8018
H 1.3324 -1.0928 -2.4646
H 1.1716 0.8060 -1.0673
H -1.2814 0.4109 0.7028
H -0.0358 1.4845 1.0992
H 1.5015 -0.1226 1.4963
H 0.8365 -3.6214 1.9571
H 2.0423 -2.3983 2.1248
H 0.1764 -4.4982 4.1694
H -0.6395 -3.7862 6.6089
H 0.1064 2.9418 -0.6908
H -1.4666 2.2502 -1.1971
H -2.0936 2.8357 -3.4036
H -1.4072 3.6581 -5.6753
H 0.9951 3.7961 -6.3415
H 2.7562 3.0217 -4.7173
H 2.1629 2.2793 -2.5036
*
```

Summary:
Structure (SMILES): C[NH+](C)[C@H](CNC(=O)Cc1ccc([N+](=O)[O-])s1)Cc1ccccc1
LUMO energy (eV): -2.9
Highest occupied orbital energy (eV): -11.877
Orbital gap (eV): 8.944

=====

2 | An isolated ion of composition C17H22N3O3S and charge +1. Source: the Open Molecules 2025 dataset; level of theory: ωB97M-V with the def2-TZVPD basis set.

Geometry as ORCA input:
```
! wB97M-V def2-TZVPD RIJCOSX def2/J DEFGRID3
* xyz 1 1
C 0.3524 -3.3996 -0.9364
N 0.4914 -2.0950 -1.6103
C 0.3244 -2.2250 -3.0709
C -0.4135 -1.0623 -0.9702
C -1.9306 -1.2280 -1.2584
N -2.6765 -0.6603 -0.1563
C -2.6110 -1.0876 1.1283
O -1.8802 -2.0524 1.3853
C -3.1943 -0.1950 2.2358
C -2.3223 1.0224 2.4230
C -2.7536 2.3352 2.4834
C -1.6545 3.2797 2.6266
C -0.4512 2.6650 2.7009
N 0.7877 3.3002 2.8844
O 1.7877 2.5940 2.8718
O 0.7570 4.5110 3.1300
S -0.5976 0.8860 2.5922
C 0.0706 0.3406 -1.3340
C 1.5532 0.5247 -0.9885
C 2.0450 0.1000 0.2161
C 3.3481 0.3852 0.5869
C 4.2184 1.0039 -0.3044
C 3.7525 1.4194 -1.5469
C 2.4324 1.2112 -1.8631
H -0.5206 -3.9663 -1.3037
H 0.2669 -3.3369 0.1774
H 1.1858 -4.0955 -1.0898
H 1.4878 -1.7669 -1.4416
H 0.5037 -1.2514 -3.6042
H -0.6395 -2.6367 -3.3289
H 1.0654 -2.9442 -3.4436
H -0.2639 -1.1774 0.1498
H -2.2262 -2.2989 -1.3341
H -2.1797 -0.7813 -2.2150
H -3.1666 0.2334 -0.3056
H -4.2303 0.1032 1.9879
H -3.2594 -0.7862 3.1306
H -3.7934 2.6583 2.4868
H -1.8851 4.3799 2.6549
H -0.1417 0.5722 -2.3822
H -0.5074 1.0670 -0.7942
H 1.4435 -0.4254 0.9285
H 3.6870 0.2004 1.5959
H 5.2197 1.2830 -0.0094
H 4.4385 1.8292 -2.2585
H 2.0799 1.5669 -2.8261
*
```

Summary:
Structure (SMILES): C[NH+](C)[C@H](CNC(=O)Cc1ccc([N+](=O)[O-])s1)Cc1ccccc1
LUMO energy (eV): -3.2
Highest occupied orbital energy (eV): -12.229
Orbital gap (eV): 9.023

=====

Which of them is the most stable? Correct choice: 2.

=====

1 | An isolated ion of composition C8H9N4 and charge +1. Source: the Open Molecules 2025 dataset; level of theory: ωB97M-V with the def2-TZVPD basis set.

Geometry as ORCA input:
```
! wB97M-V def2-TZVPD RIJCOSX def2/J DEFGRID3
* xyz 1 1
C -3.5111 0.6288 -0.2161
C -2.2154 0.3561 0.0074
N -1.3967 1.5057 -0.0178
C -0.0711 1.1521 0.0747
C 1.1411 1.8524 0.1293
N 2.2885 1.2168 -0.0738
C 2.2761 -0.0722 -0.0326
C 3.5318 -0.9474 -0.1495
N 1.1968 -0.8539 0.1443
C 0.0553 -0.2574 0.0431
N -1.3989 -0.7962 0.0775
C -1.6112 -2.0574 0.1260
H -4.2713 -0.1325 -0.2748
H -3.8569 1.6361 -0.2432
H -1.8229 2.2935 0.3775
H 1.2991 2.9551 0.2924
H 3.9153 -1.1449 0.8717
H 3.3941 -1.8782 -0.8609
H 4.4139 -0.2993 -0.4826
H -2.6323 -2.3874 -0.1935
H -0.7241 -2.7696 0.4009
*
```

Summary:
Structure (SMILES): C=c1[nH]c2cnc(C)nc2[n+]1=C
LUMO energy (spin up / spin down) (eV): -5.8 / -5.8
Highest occupied orbital energy (spin up / spin down) (eV): -12.402 / -12.402
Orbital gap (spin up / spin down) (eV): 6.589 / 6.588

=====

2 | C8H9N4 as an isolated structure. Source: the Open Molecules 2025 dataset; level of theory: ωB97M-V with the def2-TZVPD basis set.

Geometry as ORCA input:
```
! wB97M-V def2-TZVPD RIJCOSX def2/J DEFGRID3
* xyz 1 1
C -0.1858 -0.8709 2.8112
C -0.5082 -1.8822 1.8950
C 0.7448 0.1136 2.4554
C -0.0416 -1.7605 0.5796
C 1.1260 0.1442 1.1215
C -1.5158 2.0475 -1.5516
C -0.0091 0.6788 -1.7723
C 1.2180 -0.5745 -1.1076
N -0.8182 1.2266 -0.8365
N -0.2598 0.9880 -2.9897
N -1.2643 1.8987 -2.8579
N 0.7309 -0.7752 0.1655
H -0.4533 -0.9052 3.8313
H -1.2005 -2.6835 2.0617
H 1.0230 0.7652 3.2887
H -0.0534 -2.6570 -0.0628
H 1.9801 0.7793 0.7342
H -2.2236 2.7522 -1.1606
H 1.2276 -1.3964 -1.8039
H 2.1726 -0.1663 -1.0330
H -1.6893 2.2776 -3.7681
*
```

Summary:
LUMO energy (eV): -4.5
Highest occupied orbital energy (eV): -13.763
Orbital gap (eV): 9.275

=====

Which of them is the most stable? Correct choice: 2.

=====

1 | One molecule with the formula C2HClN2O2. Source: the Open Molecules 2025 dataset; level of theory: ωB97M-V with the def2-TZVPD basis set.

Geometry as ORCA input:
```
! wB97M-V def2-TZVPD RIJCOSX def2/J DEFGRID3
* xyz 0 1
N 0.7411 1.3131 -1.9639
C 0.4698 0.8970 -0.9368
C 0.0979 0.3830 0.3591
Cl -1.3281 1.2701 0.9689
N -0.2398 -1.1026 0.2077
O 0.7168 -1.8232 0.1840
O -1.3891 -1.3994 0.1161
H 0.9313 0.4619 1.0649
*
```

Summary:
Structure (SMILES): N#C[C@@H](Cl)[N+](=O)[O-]
LUMO energy (eV): -0.6
Highest occupied orbital energy (eV): -12.031
Orbital gap (eV): 11.458

=====

2 | One molecule with the formula C2HClN2O2. Source: the Open Molecules 2025 dataset; level of theory: ωB97M-V with the def2-TZVPD basis set.

Geometry as ORCA input:
```
! wB97M-V def2-TZVPD RIJCOSX def2/J DEFGRID3
* xyz 0 1
O 2.1746 -0.0469 -0.7383
C 1.0544 -0.0195 -0.3116
N -0.0219 -0.6869 -0.7661
N -1.1688 -0.3945 -0.0731
C -0.7882 0.4711 0.7615
Cl -1.7146 1.3367 1.8577
O 0.5023 0.7962 0.7014
H -0.0377 -1.4561 -1.4314
*
```

Summary:
Structure (SMILES): O=c1[nH]nc(Cl)o1
LUMO energy (eV): 0.6
Highest occupied orbital energy (eV): -9.834
Orbital gap (eV): 10.479

=====

Which of them is the most stable? Correct choice: 2.